{
  "formula": "C72H87N15O24",
  "method": "the ωB97M-V functional and the def2-TZVPD basis",
  "elements": ["O", "O", "O", "O", "O", "O", "O", "O", "O", "O", "O", "O", "O", "O", "O", "O", "O", "O", "O", "O", "O", "O", "O", "O", "N", "N", "N", "N", "N", "N", "N", "N", "N", "N", "N", "N", "N", "N", "N", "C", "C", "C", "C", "C", "C", "C", "C", "C", "C", "C", "C", "C", "C", "C", "C", "C", "C", "C", "C", "C", "C", "C", "C", "C", "C", "C", "C", "C", "C", "C", "C", "C", "C", "C", "C", "C", "C", "C", "C", "C", "C", "C", "C", "C", "C", "C", "C", "C", "C", "C", "C", "C", "C", "C", "C", "C", "C", "C", "C", "C", "C", "C", "C", "C", "C", "C", "C", "C", "C", "C", "C", "H", "H", "H", "H", "H", "H", "H", "H", "H", "H", "H", "H", "H", "H", "H", "H", "H", "H", "H", "H", "H", "H", "H", "H", "H", "H", "H", "H", "H", "H", "H", "H", "H", "H", "H", "H", "H", "H", "H", "H", "H", "H", "H", "H", "H", "H", "H", "H", "H", "H", "H", "H", "H", "H", "H", "H", "H", "H", "H", "H", "H", "H", "H", "H", "H", "H", "H", "H", "H", "H", "H", "H", "H", "H", "H", "H", "H", "H", "H", "H", "H", "H", "H", "H", "H", "H", "H"],
  "coordinates": [[-6.36339, -23.99650, -12.09124], [-2.35114, -28.82071, -1.83908], [2.01876, -18.94349, -5.68701], [-9.29859, -28.46595, -8.97212], [-5.02890, -28.38372, -9.47906], [-5.33002, -22.94092, -3.85326], [-1.99424, -25.24207, -1.59524], [-3.76202, -32.66037, -4.81382], [4.31255, -22.84292, -10.58860], [-0.70814, -27.98152, -10.81094], [-2.07628, -23.63486, -3.08128], [-4.13247, -33.69981, -6.67406], [-4.06753, -26.93181, -8.20511], [2.64575, -19.12745, -3.67831], [2.71678, -22.80049, -12.01501], [-1.54032, -29.92042, -3.43721], [-1.76314, -26.02594, -4.76522], [-3.42487, -22.02890, -9.02781], [2.43528, -27.81362, -8.92763], [3.83204, -27.87925, -10.61831], [-8.10419, -26.95571, -8.03418], [1.69362, -32.56644, -4.26583], [-0.82527, -26.43787, -9.39216], [3.41055, -32.54358, -8.98040], [-5.40405, -20.93692, -8.78015], [-2.04478, -25.51472, -6.93954], [-3.58368, -32.79921, -6.02019], [1.77503, -19.23683, -4.53239], [3.13174, -22.78076, -10.86813], [4.34135, -30.71692, -9.80733], [-8.79292, -27.94626, -8.02322], [-1.06229, -26.88677, -10.49698], [-5.09171, -24.61793, -2.41332], [-6.84699, -25.33673, -10.28355], [-4.64523, -27.96067, -8.39677], [3.52553, -27.68530, -9.44764], [-1.51009, -24.46794, -2.41843], [2.73607, -32.41291, -6.25912], [-1.46993, -29.49640, -2.29533], [0.52298, -30.84285, -2.19348], [-9.82181, -29.63425, -6.61829], [5.77822, -26.84806, -9.13056], [-6.17551, -24.55169, -9.26394], [4.58449, -27.32491, -8.53763], [-1.98097, -26.21237, -11.38426], [-4.66785, -21.49794, -10.98606], [-1.34982, -26.14232, -5.90226], [-5.34886, -25.68545, -3.42074], [-5.07368, -28.68493, -7.21027], [2.68227, -22.59225, -8.48554], [1.98007, -30.94416, -10.01847], [1.90027, -30.90231, -0.17160], [-2.20698, -20.45455, -3.80901], [1.98313, -25.73962, -2.63617], [2.61535, -24.63362, -3.22882], [1.71034, -32.81253, -5.48351], [-1.65689, -20.58096, -5.09662], [-3.08137, -24.59374, -6.53339], [-8.49149, -27.92834, -5.60164], [-2.13224, -24.83864, -11.38773], [-1.43899, -20.04700, -2.76886], [5.33534, -26.74495, -6.38627], [-2.81925, -31.89207, -6.80455], [1.79941, -22.56884, -7.41625], [0.96500, -30.07730, 0.43391], [0.49063, -23.54515, -3.46057], [-4.45345, -21.56694, -9.50644], [-5.42953, -20.89712, -7.34675], [0.66608, -33.64128, -6.27813], [-5.90269, -29.77306, -7.33905], [-2.70745, -27.00987, -12.25497], [-1.24093, -30.23759, -8.31740], [-2.85980, -24.19566, -12.33928], [0.63725, -25.66475, -2.25665], [-9.44790, -29.61207, -4.21970], [-9.05220, -28.53288, -6.73747], [-8.72512, -28.41263, -4.35656], [-0.01682, -22.55404, -9.00543], [-4.78328, -22.30160, -1.65746], [1.83879, -23.55920, -3.72048], [-3.68466, -24.93898, -13.15590], [-0.10021, -19.62032, -2.88428], [3.27592, -31.49985, -9.57076], [-0.36600, -29.99691, -1.50098], [-4.90801, -28.92340, -4.77327], [-5.71903, -30.08649, -4.90934], [-1.86237, -31.28949, -8.94581], [-0.07436, -24.53168, -2.69447], [5.61059, -31.24430, -9.39205], [-10.05994, -30.10486, -5.34554], [-1.32969, -30.01082, -6.91491], [1.67963, -31.22481, -1.51132], [-0.07778, -26.82683, -6.28441], [4.31233, -27.25697, -7.21125], [6.78594, -26.35011, -8.24945], [-5.09216, -23.32722, -2.72493], [-4.60718, -28.26583, -5.95508], [0.84701, -22.70881, -10.08074], [-7.52724, -26.02061, -12.50159], [-6.83619, -24.99952, -11.59520], [-0.36506, -20.16354, -5.28574], [-6.20077, -30.48442, -6.17626], [6.57655, -26.37622, -6.83896], [-2.11212, -30.84297, -6.18446], [-0.16664, -29.53784, -0.20545], [0.41791, -22.53073, -7.65491], [-3.63321, -26.35757, -13.18724], [3.79692, -31.53565, -5.84192], [-2.71047, -32.09631, -8.15042], [0.42089, -19.71456, -4.14374], [2.17174, -22.60834, -9.76679], [3.59196, -30.58108, -6.30099], [-6.38099, -25.76983, -3.58770], [-1.89206, -19.97483, -1.80976], [5.19814, -26.89850, -5.30440], [0.57573, -22.83683, -11.08608], [-2.23688, -30.88100, -5.13056], [1.44629, -30.57856, -9.14628], [-1.82780, -31.42312, -9.98913], [-0.11574, -27.26324, -7.28253], [0.08761, -34.23803, -5.57358], [2.60981, -32.76431, -7.19542], [-7.86457, -26.99300, -12.08588], [7.74548, -25.98601, -8.65582], [-6.18067, -20.63101, -9.32457], [-5.84441, -30.76983, -4.13276], [-3.28398, -23.84588, -7.32244], [-10.34593, -30.21082, -7.36920], [3.41630, -27.55671, -6.72969], [0.06580, -26.49799, -1.83106], [-0.07946, -22.73501, -3.88619], [2.06387, -30.17126, -10.81633], [2.46529, -31.83708, -1.99464], [-1.73307, -25.51182, -7.89005], [-5.33681, -21.87904, -6.93015], [6.44927, -30.49626, -9.37711], [-0.87247, -28.91551, 0.33720], [-5.22466, -22.71537, -0.74833], [5.91767, -31.97466, -10.10841], [2.57275, -26.66659, -2.46213], [-0.77415, -29.26552, -6.50551], [-6.83529, -26.20835, -13.27223], [-3.77707, -21.02444, -11.36536], [-3.24149, -20.80318, -3.56630], [-8.37757, -27.96508, -3.47791], [-5.44760, -20.80258, -11.24931], [5.95885, -26.94693, -10.20560], [0.73514, -26.15982, -6.23786], [-5.21717, -24.24805, -9.56235], [5.51049, -31.74766, -8.42287], [-2.57119, -28.08382, -12.13672], [3.67743, -24.68306, -3.40808], [-4.90121, -22.48379, -11.38559], [-6.25555, -20.34717, -6.95454], [-10.60411, -31.05568, -5.19241], [-4.36576, -24.39237, -13.81335], [4.74992, -31.94119, -6.24189], [0.10411, -20.16980, -6.22173], [0.46666, -19.18017, -2.06790], [0.28904, -31.24015, -3.17401], [2.42952, -22.73811, -4.14679], [-5.38402, -21.42082, -1.86347], [-4.55518, -20.41164, -6.91005], [-4.39031, -28.60700, -3.87410], [-3.19478, -32.87093, -8.59497], [0.08368, -27.59595, -5.51926], [1.23177, -34.28743, -6.93641], [-3.93834, -27.45091, -5.89891], [-1.09734, -22.66467, -9.24693], [7.35857, -26.13713, -6.16217], [-6.00597, -25.18580, -8.33864], [-6.19063, -30.12973, -8.32004], [-9.57886, -30.07682, -3.25260], [-6.74236, -23.70582, -8.90094], [4.26099, -30.02420, -10.54738], [-3.69531, -22.08085, -1.64692], [-7.36682, -26.12818, -10.04677], [-4.74246, -25.38387, -4.23176], [-2.80358, -24.08548, -5.59340], [-0.57954, -29.62274, -8.93392], [3.67104, -31.43421, -4.71363], [-4.80733, -26.57909, -3.03130], [-0.39098, -22.58471, -6.93490], [2.19553, -22.58668, -6.34507], [-4.07356, -25.09508, -6.46400], [-8.43241, -25.50027, -12.81954], [1.21579, -29.78862, 1.41278], [-6.80321, -31.36749, -6.24497], [-2.73815, -23.15066, -12.48367], [3.75269, -22.75125, -8.28985], [1.40467, -31.77479, -10.46914], [-2.19429, -20.98640, -5.94850], [2.79615, -31.28105, 0.38381], [0.11958, -32.94002, -6.81343], [-4.68749, -24.89268, -1.52047], [-4.24146, -26.96650, -13.89942], [-7.86006, -27.03021, -5.79708], [-1.47399, -24.22913, -10.79675]],
  "gap_ev": 8.1,
  "total_energy_ha": -5422.10936,
  "homo_energy_ev": -9.0
}